Entry 1:
Molecular formula: C2H3ClNOP
Method: DFT, ωB97M-V with the def2-TZVPD basis set

Element x y z (Å)
H -0.9255 -0.3082 1.2103
H -0.0150 1.2977 -0.1440
H -1.2489 -1.1776 -0.3200
N -2.1324 1.0931 -0.6614
O 0.7755 -0.9998 0.1767
P 1.9307 0.0326 0.6376
Cl 3.1591 -0.2111 -0.8370
C -0.5662 -0.5708 0.2525
C -0.9772 0.8441 -0.3149

Computed properties:
- Total charge: 0
- Energy relative to the best compared isomer or geometry (same formula, charge and spin): 89.7 kcal/mol
- LUMO level (spin up / spin down): -1.058 / -0.859 eV
- E_HOMO (spin up / spin down): -9.448 / -8.196 eV


Entry 2:
Molecular formula: C2FFeLiO2
Method: DFT, ωB97M-V with the def2-TZVPD basis set

Element x y z (Å)
C -0.2075 0.3582 0.6119
O -0.0958 -0.9149 0.7147
O -1.2184 0.9548 1.1161
C -0.0916 -0.0825 -1.0296
Li 1.6011 -1.6948 0.3888
Fe -1.0924 2.1318 -0.4471
F 1.1045 -0.7526 -1.3547

Computed properties:
- 2S+1: 7
- Total charge: +2
- LUMO level (spin up / spin down): -11.442 / -12.610 eV
- E_HOMO (spin up / spin down): -18.059 / -21.618 eV


no.,strongest force on any atom (eV Å⁻¹),electronic energy (eV)
1,2.29,-27468.32610
2,7.24,-43452.32649